[1]
Below is C36H23N5O2S2Sc as an isolated structure at a distorted geometry, with properties calculated with the ωB97M-V functional and the def2-TZVPD basis.

Last column: Mulliken charge in e.
CARTESIAN COORDINATES (ANGSTROEM)
H -0.979 -1.869 3.275  0.267
C -1.294 -4.368 -0.980  -0.583
C -4.084 -3.312 3.727  -0.542
N -0.747 -0.165 1.663  -0.001
C -4.773 -0.998 0.802  -0.621
H 6.134 -0.131 -1.284  0.336
O 1.132 3.145 0.524  0.170
H 1.043 4.827 -0.598  0.162
C 5.093 0.184 -1.225  -0.700
H -4.657 -3.956 4.407  0.355
H 3.331 3.004 4.544  0.378
C 0.831 -3.545 0.006  -1.145
C -0.382 -2.239 -1.608  -0.014
C 1.686 -1.396 -0.765  1.337
C 4.141 -0.751 -0.875  -0.714
N 0.897 3.207 -6.808  -0.653
C 3.360 1.833 -1.652  -0.179
H -1.224 -5.290 -0.359  0.299
C -2.070 -2.079 3.178  -0.523
C -2.358 -4.203 -1.845  -0.725
N 0.502 -1.179 -1.391  0.366
H 0.508 -0.097 3.501  0.394
H -3.091 -5.001 -1.931  0.407
H 1.708 5.121 1.005  0.453
H 2.741 4.311 -0.196  0.422
C -0.151 2.834 -3.399  1.113
C 2.541 3.071 2.515  -0.842
C 2.710 2.526 3.792  -0.591
C 1.834 -2.607 -0.013  -0.756
C 4.732 1.476 -1.610  -0.856
H 4.378 -1.757 -0.517  0.278
C -0.035 3.785 -4.476  0.293
H 5.479 2.184 -1.910  0.462
H 0.936 -4.467 0.582  0.394
C -1.421 -2.085 -2.579  -0.565
C -4.743 -2.742 2.617  -0.815
H 2.143 0.878 5.095  0.425
H 2.731 -2.810 0.576  0.382
H 3.152 3.897 2.182  0.473
N -0.139 0.870 1.103  0.249
C -4.070 -0.225 -0.083  -0.911
C 1.956 1.369 4.172  -0.985
C -2.649 -0.010 0.072  0.891
H -5.864 -1.183 0.710  0.316
H -5.733 -3.078 2.258  0.332
C -2.761 -2.978 4.006  -0.788
S -0.943 3.366 -1.985  -0.532
N -0.661 6.287 -4.310  -0.641
C 2.391 0.896 -1.304  0.865
H -3.117 -2.994 -3.510  0.423
C 0.781 1.405 2.031  0.251
H -2.240 -3.439 4.846  0.380
C 1.059 0.805 3.295  -0.273
C -4.138 -1.688 1.897  0.689
S 0.607 1.306 -3.743  -0.564
Sc 0.049 0.944 -1.135  -0.777
C 2.769 -0.389 -0.944  -0.207
C 0.444 3.432 -5.738  -0.081
O -1.999 0.511 -0.932  -0.406
C -0.313 -3.387 -0.806  1.399
C 1.521 2.543 1.689  0.687
H -4.601 0.183 -0.955  0.453
C -2.390 -3.071 -2.696  -0.564
H 3.107 2.845 -1.948  0.595
C -2.736 -1.398 2.190  0.892
C -0.426 5.139 -4.354  -0.051
H -1.349 -1.249 -3.283  0.340
C 1.721 4.413 0.173  -1.175
C -2.011 -0.462 1.312  -0.149

Values from the calculation:
Energy relative to the best compared isomer or geometry (same formula, charge and spin) (kJ/mol): 84.7
Net charge: -1
Gap between HOMO and LUMO (eV): 4.83
HOMO level (eV): -4.1779



[2]
Below is C36H24AsBrF4IrPS as an isolated structure, with properties calculated with the ωB97M-V functional and the def2-TZVPD basis.

Last column: Mulliken charge in e.
CARTESIAN COORDINATES (ANGSTROEM)
C 0.900 -1.631 3.416  -0.831
H -1.943 -0.574 -5.250  0.464
H -4.563 0.631 1.730  0.499
C 4.576 3.218 -1.777  0.262
C -3.061 4.219 1.696  -0.599
H -5.266 -4.122 0.261  0.440
C 5.282 2.672 -2.857  0.573
H -5.940 2.582 2.351  0.450
H -4.041 -3.797 2.375  0.464
C 3.966 -2.157 1.107  -0.691
F 5.392 0.874 -4.363  -0.178
C -1.272 -0.382 -4.423  -0.755
H -0.432 1.378 -5.319  0.478
C -4.904 2.734 2.075  -0.664
C 0.462 0.944 -3.422  -0.644
C 3.249 -3.360 -0.857  -0.765
C -0.419 0.712 -4.467  -0.861
C -1.262 -1.233 -3.325  -0.954
C -4.381 -2.429 -0.709  -0.836
C 2.498 -2.268 -1.263  -0.365
C 0.930 -0.806 4.539  -0.632
H -4.936 -2.570 -1.627  0.462
C -2.993 -2.062 1.685  -0.070
C -2.246 3.104 1.352  0.920
C -3.880 -3.119 1.548  -0.759
H 1.119 1.803 -3.476  0.527
C -0.493 0.796 3.453  0.041
H -3.357 -0.686 -1.418  0.631
H 4.573 -4.159 0.627  0.462
C 2.968 1.368 -1.683  -0.290
C 3.981 -3.306 0.323  -0.657
C -2.796 -1.199 0.607  0.172
C 4.833 1.472 -3.361  0.282
H 1.431 -2.572 3.421  0.567
F 3.345 -0.285 -3.309  -0.296
P 1.583 0.378 -0.941  -0.081
H -0.391 -1.687 -1.431  0.666
H -4.999 4.867 2.316  0.435
Ir 0.627 1.410 0.905  1.906
C -2.804 1.797 1.377  -0.065
C -4.569 -3.302 0.355  -0.559
H 3.276 -4.251 -1.468  0.490
C 3.693 0.842 -2.766  0.406
H -1.923 -2.089 -3.295  0.533
C 0.189 -1.243 2.298  0.389
H 1.961 -2.311 -2.200  0.485
As -1.691 0.348 0.776  0.797
C 3.210 -1.067 0.714  -0.554
C -0.394 -1.001 -2.270  -0.393
C -0.522 -0.018 2.295  -0.780
F 4.975 4.346 -1.288  -0.204
F 6.308 3.306 -3.341  -0.193
H -2.631 5.211 1.675  0.500
C -3.491 -1.371 -0.590  -0.376
H 0.263 1.028 5.442  0.500
S -0.642 3.432 0.914  -0.414
H 1.487 -1.112 5.415  0.459
H 4.544 -2.115 2.020  0.530
C 2.472 -1.116 -0.474  1.255
C 3.424 2.571 -1.198  0.093
Br 2.653 3.498 0.210  -0.015
C 0.493 0.078 -2.329  0.853
C 0.245 0.406 4.558  -0.917
C -4.118 1.618 1.728  -0.578
H 3.202 -0.177 1.340  0.317
H 0.174 -1.884 1.423  0.518
H -1.072 1.712 3.491  0.467
C -4.377 4.022 2.055  -0.752
H -2.474 -1.915 2.625  0.433

Values from the calculation:
Energy relative to the best compared isomer or geometry (same formula, charge and spin) (kJ/mol): 0.0
⟨S²⟩: 8.82
Net charge: +3
Gap between HOMO and LUMO (spin up / spin down) (eV): 7.13 / 4.09
Spin multiplicity: 6
HOMO level (spin up / spin down) (eV): -15.9239 / -16.7714



[3]
Below is C36H24Cl4CoNO2P2Te as an isolated structure at a distorted geometry, with properties calculated with the ωB97M-V functional and the def2-TZVPD basis.

Last column: Mulliken charge in e.
CARTESIAN COORDINATES (ANGSTROEM)
H 2.603 -2.238 0.463  0.360
Co 0.483 -0.307 1.855  0.360
O 1.380 -1.709 2.862  -0.770
C -2.822 -0.588 0.929  0.506
Te -0.934 2.528 0.732  0.588
H 2.152 4.238 -2.893  0.436
P -1.104 -0.892 0.459  0.873
P 1.472 0.298 0.001  0.342
C 1.271 0.286 5.863  -0.057
C -1.555 -2.354 -3.332  -0.735
C -1.136 -1.978 -0.989  0.425
H -0.380 -5.162 -1.849  0.439
C 3.758 3.985 -1.488  -0.520
H 3.412 -4.058 -1.007  0.454
Cl 2.133 -0.106 8.364  -0.199
H 4.309 4.846 -1.842  0.398
C -0.284 0.651 0.109  -0.550
C -4.347 0.228 2.607  -0.757
C 3.553 2.122 0.016  -0.443
C 2.969 -3.171 -1.441  -0.707
C -0.718 -4.140 -1.956  -0.657
H -0.776 5.106 -1.129  0.398
H -0.362 -3.651 0.106  0.476
H -1.740 5.737 -3.311  0.371
H -2.220 0.153 2.856  0.310
C -3.055 -0.049 2.193  -0.621
H 1.396 0.001 -2.984  0.343
C 2.527 -2.146 -0.615  -0.252
H -3.741 -1.331 -0.871  0.406
H -6.428 0.166 2.094  0.389
C -0.713 -3.294 -0.855  -0.438
C 2.831 -3.059 -2.814  -0.524
H -6.030 -0.836 -0.129  0.434
H -1.144 -4.334 -4.046  0.404
C 2.549 3.644 -2.079  -0.987
C -1.144 -3.673 -3.189  -0.642
C 4.260 3.224 -0.443  -0.632
H 0.894 2.286 -2.080  0.625
C -1.964 4.767 -2.881  -0.369
C -5.196 -0.607 0.520  -0.775
Cl 2.774 -3.776 4.434  -0.203
H 3.939 1.536 0.841  0.477
C -1.546 -1.508 -2.236  0.157
C 2.341 1.777 -0.571  0.614
C -5.418 -0.047 1.769  -0.548
H 3.168 -3.860 -3.459  0.409
C 1.963 -1.000 -1.167  0.404
C 1.842 2.543 -1.625  -0.475
C 2.258 -1.921 -3.369  -0.733
C 2.216 -2.254 4.997  -0.144
C 1.563 -1.402 4.058  0.427
C 1.074 -0.094 4.501  0.093
H -1.872 -1.984 -4.299  0.446
C 1.901 -0.563 6.729  0.371
H -4.517 0.652 3.588  0.441
H -3.674 2.142 -3.683  0.382
O 0.505 0.627 3.656  -0.584
Cl 3.164 -2.873 7.418  -0.198
C -1.730 3.169 -1.118  -0.035
H 2.144 -1.838 -4.442  0.418
N -2.742 3.970 -3.605  -0.631
C 2.380 -1.848 6.290  0.451
H -1.835 -0.470 -2.351  0.353
C -3.902 -0.881 0.100  -0.328
H 5.200 3.492 0.021  0.411
Cl 0.687 1.823 6.349  -0.198
C -2.561 2.338 -1.859  0.179
H -2.855 1.364 -1.485  0.352
C -3.028 2.778 -3.088  -0.512
C -1.431 4.417 -1.647  -0.368
C 1.834 -0.889 -2.550  -0.131

Values from the calculation:
Gap between HOMO and LUMO (spin up / spin down) (eV): 5.43 / 5.41
HOMO level (spin up / spin down) (eV): -6.9263 / -6.9235



| no. | E (eV) |
| --- | --- |
| 1 | -91624.6291 |
| 2 | -202404.7281 |
| 3 | -156892.1736 |